Formula: C48H60N13O2PtS
Source: the OMol25 dataset
Level of theory: the ωB97M-V functional and the def2-TZVPD basis

XYZ file:
```
125
Properties=species:S:1:pos:R:3:forces:R:3
Pt -1.2117 -1.2320 0.0257 0.252 -0.603 -0.685
C -2.4704 2.1485 -4.2027 -0.015 -0.075 -0.020
N -2.5971 1.2133 -3.0756 -0.090 0.055 -0.015
C -1.7306 0.8897 -2.1217 -0.042 0.001 0.031
N -2.2478 -0.0603 -1.3572 0.514 0.453 -0.420
C -3.4718 -0.2838 -1.9070 -0.274 -0.050 0.178
N -3.7182 0.4670 -2.9487 0.039 0.113 -0.028
C -1.2383 3.0072 -4.0975 0.076 0.014 -0.024
C -0.3576 3.0941 -5.1690 0.001 -0.091 0.022
C 0.8133 3.8334 -5.0618 0.042 0.005 -0.027
C 1.1502 4.4418 -3.8663 0.031 0.023 0.022
C 0.2753 4.3543 -2.7885 0.002 -0.006 0.105
C -0.9367 3.6863 -2.9250 -0.006 0.035 -0.042
C 0.6593 4.8409 -1.4618 -0.271 -0.139 -0.149
N 1.7741 5.3121 -1.0412 0.117 0.090 0.310
N 1.6311 5.4703 0.3458 0.135 0.049 -0.261
C 0.4423 5.0787 0.6309 -0.236 -0.131 0.117
O -0.2445 4.6667 -0.4669 0.151 0.074 -0.012
C -0.2396 4.9230 1.9156 0.161 0.024 -0.026
C 0.3994 5.2021 3.1197 -0.065 -0.024 0.015
C -0.2618 4.9444 4.3101 -0.040 -0.048 -0.073
C -1.5284 4.3677 4.3046 0.046 0.085 -0.028
C -2.1664 4.0889 3.1020 0.138 0.027 0.105
C -3.4996 3.3979 3.0480 -0.226 0.303 0.030
N -3.3879 2.0147 2.6194 0.187 -0.029 0.007
C -2.8835 1.5037 1.4899 -0.171 -0.038 -0.091
N -2.9667 0.1910 1.5052 -0.620 0.146 0.367
C -3.5310 -0.0497 2.7152 -0.029 -0.246 -0.044
N -3.8007 1.0195 3.4242 -0.046 0.024 0.034
C -1.5272 4.4076 1.9166 0.003 0.017 -0.013
H -3.3898 2.7333 -4.2413 0.010 0.001 0.095
H -2.4229 1.5485 -5.1116 -0.048 0.033 0.000
H -0.7691 1.3334 -1.9804 0.119 0.014 0.051
H -4.1752 -0.9917 -1.5075 0.023 -0.007 -0.016
H -0.5803 2.5724 -6.0918 -0.007 -0.002 -0.007
H 1.4812 3.9048 -5.9093 0.012 -0.006 -0.001
H 2.0860 4.9719 -3.7502 0.009 -0.008 0.005
H -1.6263 3.6674 -2.0912 0.019 -0.062 0.019
H 1.4024 5.6055 3.1117 0.024 0.014 0.000
H 0.2214 5.1675 5.2512 0.009 0.004 0.019
H -2.0258 4.1484 5.2414 0.014 -0.048 0.010
H -4.1761 3.9102 2.3605 0.022 0.049 0.041
H -3.9735 3.3647 4.0260 0.003 0.000 -0.013
H -2.4783 2.0957 0.6870 0.046 0.028 0.030
H -3.7441 -1.0373 3.0873 0.004 -0.039 0.024
H -2.0306 4.2483 0.9733 -0.007 -0.043 -0.019
C -3.8910 -3.8113 1.8954 0.011 0.023 0.058
N -3.3510 -4.4462 0.7064 0.025 -0.019 0.000
C -3.1513 -5.8858 0.7741 -0.047 -0.023 -0.008
C -3.1270 -6.4658 -0.6230 -0.012 0.022 0.013
C -2.0653 -5.7329 -1.4125 0.089 -0.029 -0.033
N -2.2726 -4.2912 -1.3466 -0.094 -0.090 -0.048
C -1.9221 -3.5387 -2.5358 0.162 -0.003 -0.034
C -2.8361 -3.6910 -0.2813 -0.191 0.255 0.186
O -2.9495 -2.4232 -0.2077 -0.111 -0.587 -0.059
H -3.1790 -3.8632 2.7236 0.012 0.002 0.004
H -4.8093 -4.3231 2.1838 0.017 -0.008 0.007
H -4.1145 -2.7752 1.6738 -0.002 0.038 0.007
H -3.9640 -6.3086 1.3644 -0.007 0.005 -0.020
H -2.2137 -6.1018 1.3001 -0.016 -0.009 0.013
H -4.1004 -6.3274 -1.0976 -0.003 -0.025 0.007
H -2.9118 -7.5332 -0.5907 0.016 0.012 -0.004
H -2.0787 -6.0218 -2.4635 -0.038 -0.003 0.013
H -1.0711 -5.9862 -1.0219 -0.002 0.019 -0.020
H -0.8518 -3.6250 -2.7444 -0.031 0.015 0.005
H -2.1606 -2.4941 -2.3947 0.015 0.067 0.004
H -2.4812 -3.9257 -3.3908 0.015 -0.001 0.006
C 2.1900 -1.9950 3.0446 0.015 -0.005 -0.028
N 2.2340 -2.9246 1.9285 -0.043 -0.103 0.257
C 3.5097 -3.4395 1.4278 0.064 -0.145 0.087
C 3.0753 -4.4097 0.3153 0.045 0.001 0.035
N 1.6664 -4.0473 0.1459 -0.011 -0.229 0.038
C 1.2291 -3.2844 1.1558 -0.140 0.336 -0.016
S -0.4407 -2.8842 1.4121 0.312 -0.392 0.475
H 2.6499 -1.0455 2.7632 -0.010 0.018 -0.013
H 2.7245 -2.4300 3.8879 0.026 -0.021 0.006
H 1.1542 -1.8111 3.3114 0.023 -0.004 -0.011
H 4.0597 -3.9308 2.2294 -0.023 -0.011 0.008
H 4.1142 -2.6137 1.0486 -0.004 -0.020 0.026
H 3.1761 -5.4522 0.6209 -0.037 0.006 0.013
H 3.6335 -4.2575 -0.6054 0.012 -0.030 0.045
H 1.0058 -4.6122 -0.3604 0.007 0.068 -0.056
C 3.3268 3.0206 2.7301 -0.031 0.015 -0.006
C 2.1414 2.0928 2.6506 0.052 -0.006 -0.041
C 1.3751 1.8182 3.7735 0.005 0.001 0.001
C 0.2888 0.9609 3.6571 -0.056 -0.045 -0.061
C -0.5657 0.6326 4.8543 -0.080 0.081 -0.019
C -0.0043 0.3750 2.4336 0.058 -0.017 0.046
C 0.7669 0.5831 1.2717 0.116 -0.041 -0.219
C 1.8382 1.4927 1.4334 -0.091 0.042 0.034
N 0.4782 -0.0975 0.0825 0.091 0.585 -0.069
C 1.5126 -0.2061 -0.9950 0.030 -0.100 0.219
C 1.8350 1.1058 -1.7666 -0.038 -0.091 0.111
C 2.9042 0.8767 -2.8418 -0.010 -0.044 0.033
C 2.3839 -0.1365 -3.8599 0.044 -0.015 -0.007
C 2.1026 -1.4570 -3.1434 -0.037 0.030 0.028
C 3.3943 -1.9845 -2.5214 0.016 0.002 -0.035
C 3.8996 -0.9692 -1.4975 -0.001 -0.080 0.024
C 4.1892 0.3573 -2.1944 0.016 0.039 -0.051
C 2.8361 -0.7570 -0.4178 -0.007 -0.081 -0.075
C 1.0550 -1.2411 -2.0429 0.097 0.129 -0.073
H 3.3432 3.5579 3.6779 -0.003 0.009 0.010
H 3.3085 3.7525 1.9209 -0.012 0.030 -0.002
H 4.2653 2.4679 2.6495 0.008 -0.015 -0.002
H 1.6188 2.2708 4.7279 -0.006 0.010 0.004
H -0.0649 0.9050 5.7824 0.025 0.000 0.022
H -0.7987 -0.4341 4.8909 -0.019 0.007 0.005
H -1.5209 1.1663 4.8202 0.081 -0.049 0.003
H -0.8235 -0.3227 2.4040 -0.019 -0.005 -0.028
H 2.4797 1.7536 0.6120 0.023 0.005 -0.033
H 2.1679 1.8988 -1.1042 -0.018 0.037 0.017
H 0.9471 1.4867 -2.2628 -0.146 0.060 -0.115
H 3.1102 1.8272 -3.3378 -0.027 0.066 -0.024
H 3.1165 -0.2865 -4.6588 -0.009 -0.005 0.002
H 1.4666 0.2415 -4.3240 -0.008 0.014 -0.023
H 1.7133 -2.1889 -3.8575 -0.014 -0.007 -0.012
H 4.1498 -2.1526 -3.2947 -0.008 -0.013 -0.006
H 3.2008 -2.9472 -2.0357 -0.007 0.067 -0.087
H 4.8177 -1.3430 -1.0311 0.016 -0.001 0.020
H 4.9634 0.2215 -2.9548 0.011 0.009 -0.005
H 4.5668 1.0883 -1.4733 0.002 0.004 0.005
H 3.2324 -0.0908 0.3470 -0.003 -0.068 0.052
H 2.5989 -1.7079 0.0614 0.021 0.324 -0.214
H 0.8575 -2.1865 -1.5341 -0.052 0.002 -0.009
H 0.1200 -0.9180 -2.5054 -0.073 -0.001 0.001
```
Forces are in eV/Å.

Properties
**Spin multiplicity**: 1
**Relative energy (zero: lowest compared OMol25 entry of this formula, charge and spin)**: 0.000 eV
**Calculated total energy**: -3244.82476 Eh
**Total charge**: +1